--- w ---
Molecular formula: C4H17N2O2
Method: DFT, the ωB97M-V functional and the def2-TZVPD basis

Positions of all 25 atoms, in Å:
O -2.724 -2.113 0.925
O 1.310 1.876 -2.219
N -0.288 0.003 -1.006
N -1.645 0.922 0.698
C 2.087 -0.956 -0.631
C 0.663 -0.644 -0.071
C 0.793 0.366 1.024
C -0.618 0.576 1.845
H -2.481 -2.739 1.543
H 1.730 2.710 -1.877
H 1.882 -1.782 -1.224
H -1.903 0.062 0.248
H -0.892 -0.419 2.237
H -2.568 1.322 1.100
H -2.529 -2.342 0.081
H -0.464 1.407 2.520
H 0.124 -1.592 0.375
H 1.036 1.310 0.453
H 1.424 1.806 -3.177
H 2.390 -0.207 -1.374
H -0.520 -0.639 -1.782
H -1.229 1.561 -0.036
H 0.134 0.791 -1.521
H 1.406 -0.097 1.807
H 2.881 -1.182 0.060

Values from the calculation:
charge = +2
2S+1 = 2
E_HOMO (spin up / spin down) = -19.095 / -19.095 eV

---

--- x ---
Molecular formula: C4H17N2O2
Method: DFT, the ωB97M-V functional and the def2-TZVPD basis

Positions of all 25 atoms, in Å:
O 0.974 0.709 3.715
O -1.945 1.662 -3.317
N -1.595 -1.592 -0.916
N 0.526 -0.213 0.581
C -0.741 0.539 0.386
C 2.958 -0.463 0.286
C 1.657 0.171 -0.217
C -1.911 -0.312 -0.165
H -2.569 1.712 -4.048
H -2.573 -0.641 0.632
H 1.429 -0.274 -1.191
H 3.418 -1.023 -0.528
H 1.284 0.377 4.569
H -2.452 -2.141 -0.949
H 1.792 1.237 -0.367
H -2.592 0.288 -0.767
H -0.552 1.418 -0.225
H 0.021 0.766 3.802
H -1.261 -1.365 -1.856
H 0.824 -0.251 1.568
H -1.093 1.821 -3.743
H 2.759 -1.295 0.972
H -0.961 -2.183 -0.408
H -1.037 0.845 1.390
H 3.640 0.208 0.795

Values from the calculation:
charge = +2
2S+1 = 2
E_HOMO (spin up / spin down) = -17.868 / -17.868 eV

---

Most stable structure, least stable structure: x, w.

---

--- w ---
Molecular formula: C9H11O3
Method: DFT, the ωB97M-V functional and the def2-TZVPD basis

Positions of all 23 atoms, in Å:
O -0.522 -1.362 -2.460
O -0.944 -0.924 1.247
O -1.669 -2.210 -0.688
C 1.136 -0.007 1.954
C -0.027 0.036 1.200
C 2.174 0.928 1.645
C -2.526 -2.474 -2.792
C 1.730 2.047 0.994
C 2.626 3.254 1.001
C 0.455 2.143 0.391
C -0.388 1.094 0.367
C -1.405 -1.942 -1.931
H -1.207 -1.405 0.329
H 0.301 3.070 -0.254
H -3.402 -1.973 -2.396
H 2.170 4.156 1.658
H -2.590 -2.091 -3.850
H -1.316 0.985 -0.159
H 3.601 2.737 1.148
H 2.939 3.882 0.228
H 1.309 -1.042 2.452
H 3.216 0.731 1.837
H -2.596 -3.557 -2.763

Values from the calculation:
charge = -1
2S+1 = 1
E_HOMO = -4.316 eV

---

--- x ---
Molecular formula: C9H11O3
Method: DFT, the ωB97M-V functional and the def2-TZVPD basis

Positions of all 23 atoms, in Å:
O -3.390 2.399 -0.443
O -1.448 1.883 0.331
O -1.272 -0.711 0.069
C -2.104 3.909 1.091
C 2.531 -1.912 -0.414
C 3.870 -2.330 -0.663
C -0.144 -1.051 0.015
C 2.208 -0.871 0.487
C 0.162 -2.330 -0.558
C 1.453 -2.528 -0.981
C -2.471 2.708 0.262
C 0.972 -0.360 0.587
H 4.034 -2.238 -1.771
H -0.983 3.986 1.165
H 4.641 -1.839 -0.019
H -0.714 -2.997 -0.822
H 1.668 -3.321 -1.627
H -2.663 4.009 2.073
H -2.297 4.797 0.381
H 3.035 -0.433 1.060
H -1.426 0.858 0.158
H 0.677 0.536 1.162
H 4.039 -3.328 -0.379

Values from the calculation:
charge = -1
2S+1 = 1
E_HOMO = -2.792 eV

---

Most stable structure, least stable structure: x, w.

---

--- w ---
Molecular formula: C9H11O3
Method: DFT, the ωB97M-V functional and the def2-TZVPD basis

Positions of all 23 atoms, in Å:
O -2.103 0.948 -1.892
O -2.672 -0.183 -3.690
O -1.746 -1.174 -0.507
C -0.800 -0.907 0.383
C -2.088 0.721 -3.097
C 0.054 -1.867 0.908
C 1.340 -0.338 2.226
C -0.647 0.315 1.027
C 2.389 -0.159 3.291
C 0.499 0.613 1.789
C 1.203 -1.640 1.728
C -1.159 1.501 -4.093
H 3.176 -0.960 2.947
H 2.163 -0.021 4.351
H -1.504 1.093 0.748
H 0.827 1.638 2.070
H 3.032 0.709 3.164
H -1.206 2.474 -3.732
H -1.795 -0.110 -0.819
H -1.156 1.351 -5.246
H 1.892 -2.426 2.009
H 0.264 -2.938 0.512
H 0.038 1.360 -4.076

Values from the calculation:
charge = -1
2S+1 = 1
E_HOMO = -4.528 eV

---

--- x ---
Molecular formula: C9H11O3
Method: DFT, the ωB97M-V functional and the def2-TZVPD basis

Positions of all 23 atoms, in Å:
O -4.131 -2.115 -0.602
O -2.364 -1.442 0.628
O 2.235 2.425 -2.030
C -2.896 -1.961 -0.378
C 0.012 -0.303 2.387
C 0.395 1.462 -0.948
C 0.607 0.402 1.188
C 1.761 1.750 -0.896
C 2.574 1.400 0.175
C 1.955 0.740 1.214
C -2.018 -2.159 -1.633
C -0.215 0.841 0.150
H -0.716 -1.020 1.975
H -0.536 0.369 3.043
H -2.525 -2.642 -2.467
H 0.702 -0.969 2.901
H -1.272 0.614 0.161
H 3.168 2.598 -1.840
H 0.017 1.577 -1.955
H 3.617 1.695 0.139
H 2.527 0.612 2.130
H -1.778 -1.157 -1.992
H -1.117 -2.716 -1.351

Values from the calculation:
charge = -1
2S+1 = 1
E_HOMO = -4.005 eV

---

Most stable structure, least stable structure: x, w.

---

--- w ---
Molecular formula: C4H7N3O2
Method: DFT, the ωB97M-V functional and the def2-TZVPD basis

Positions of all 16 atoms, in Å:
O 1.270 -0.656 0.301
O 0.934 1.670 0.159
N -1.557 -1.139 -0.109
N -2.846 -1.040 0.005
N -1.994 1.037 0.120
C 0.530 0.407 -0.298
C -1.053 0.112 -0.089
C 2.656 -0.517 0.191
C -3.059 0.280 0.169
H -0.967 -2.074 -0.153
H -4.000 0.601 0.440
H 0.139 2.180 0.118
H 0.714 0.486 -1.345
H 2.944 -0.217 -0.859
H 3.179 0.245 0.817
H 3.108 -1.373 0.533

Values from the calculation:
2S+1 = 1
E_HOMO = -9.795 eV

---

--- x ---
Molecular formula: C4H7N3O2
Method: DFT, the ωB97M-V functional and the def2-TZVPD basis

Positions of all 16 atoms, in Å:
O -0.711 1.307 -0.732
O 2.315 0.863 0.934
N -1.753 -2.726 0.820
N 0.229 2.476 0.967
N -1.914 -1.290 -1.081
C 1.444 0.596 0.139
C -1.930 -1.908 -0.052
C 0.191 1.490 0.062
C 1.455 -0.556 -0.802
H 1.148 -0.225 -1.792
H -0.513 3.152 1.036
H 0.714 -1.284 -0.468
H -2.434 -3.096 1.451
H 2.435 -1.022 -0.831
H -1.710 -0.315 -1.219
H 1.036 2.539 1.569

Values from the calculation:
structure (SMILES) = CC(=O)C(N)=O.N=C=N
2S+1 = 1
E_HOMO = -9.876 eV

---

--- y ---
Molecular formula: C4H7N3O2
Method: DFT, the ωB97M-V functional and the def2-TZVPD basis

Positions of all 16 atoms, in Å:
O -0.657 -2.355 -1.949
O 1.106 2.688 -0.035
N -0.288 -1.564 -0.894
N -0.743 -0.356 1.356
N 0.584 0.543 -0.381
C 0.100 0.500 0.961
C 0.297 -0.509 -1.252
C 1.052 1.748 -0.781
C -1.105 -0.380 2.743
H -0.503 0.448 3.197
H -0.902 -1.289 3.356
H -2.205 -0.219 2.856
H 0.467 -0.207 -2.322
H 0.499 1.254 1.593
H -1.302 -2.967 -1.582
H 1.421 1.797 -1.818

Values from the calculation:
structure (SMILES) = C/N=C/N(C=O)/C=N/O
2S+1 = 1
E_HOMO = -9.020 eV

---

Most stable structure, least stable structure: x, y.